--- one ---
A 2-piece molecular cluster, C4H8NO overall, computed with ωB97M-V with the def2-TZVPD basis set.

Structure (XYZ):
```
14
Properties=species:S:1:pos:R:3:nbo_charge:R:1
C 1.499 -0.463 0.119 0.9184
C 1.692 1.929 0.254 -0.0693
C 1.882 0.733 -0.390 -0.5028
C -2.031 -0.784 0.536 -0.4124
N -1.136 -1.019 -0.633 -0.8897
O 1.436 -1.484 0.601 -0.2458
H 1.915 2.893 -0.284 0.2665
H 1.529 1.907 1.362 0.2424
H 1.871 0.722 -1.468 0.3061
H -1.783 0.152 1.131 0.1903
H -2.960 -0.588 0.064 0.2137
H -2.032 -1.729 1.157 0.2280
H -1.108 -0.431 -1.482 0.3760
H -0.773 -1.839 -0.967 0.3786
```

The value obtained for the HOMO energy (alpha / beta) is -12.99 / -12.99 eV. The total charge is +1. For the frontier orbital gap (alpha / beta), the calculation gives 6.594 / 6.595 eV. The spin multiplicity is 1.

--- two ---
An isolated ion of composition C4H8NO and charge +1, computed with ωB97M-V with the def2-TZVPD basis set.

Structure (XYZ):
```
14
Properties=species:S:1:pos:R:3:nbo_charge:R:1
C -1.375 1.747 0.073 0.1210
C -0.718 -0.697 -0.151 0.7266
C 1.679 0.063 0.069 -0.6106
C 0.728 -1.130 0.002 -0.5117
N -1.051 0.624 -0.278 -0.4152
O -1.597 -1.574 -0.184 -0.5161
H -1.410 2.143 1.057 0.2152
H -1.373 2.506 -0.749 0.2190
H 1.383 0.747 -0.840 0.2205
H 2.730 -0.310 0.117 0.2595
H 1.498 0.606 0.979 0.2150
H 1.138 -1.862 -0.745 0.2905
H 0.745 -1.776 0.922 0.2770
H -2.375 -1.087 -0.272 0.5092
```

The value obtained for the HOMO energy is -15.95 eV. The total charge is +1. For the frontier orbital gap, the calculation gives 11.403 eV. The spin multiplicity is 1. Its SMILES is C=[N+]=C(O)CC.

Last place for stability: one